1.
Formula: C19H19N6OReS
Source: the OMol25 dataset
Level of theory: ωB97M-V/def2-TZVPD

Output
LUMO (spin up / spin down): -10.064 / -11.122 eV
F_max: 0.00141 Eh/bohr
⟨S²⟩: 3.770
HOMO-LUMO gap (spin up / spin down): 0.28652 / 0.25210 Eh
energy relative to the best compared isomer or geometry (same formula, charge and spin): 3.3 kcal per mole

The geometry in ORCA input format:
```
! wB97M-V def2-TZVPD RIJCOSX def2/J DEFGRID3
* xyz 3 4
Re 0.497 -0.279 -0.116
N 0.713 2.959 -0.042
C 1.207 2.413 1.131
C 1.874 3.232 2.039
C 2.355 2.686 3.206
C 2.156 1.324 3.469
C 1.508 0.572 2.536
N 1.044 1.099 1.361
C -0.349 2.532 -0.808
C -1.056 3.463 -1.572
C -2.123 3.052 -2.330
C -2.505 1.701 -2.316
C -1.779 0.829 -1.566
N -0.691 1.227 -0.827
H 0.948 3.933 -0.174
H 1.995 4.286 1.824
H 2.875 3.310 3.921
H 2.511 0.868 4.382
H 1.338 -0.488 2.682
H -0.761 4.504 -1.542
H -2.676 3.769 -2.922
H -3.350 1.347 -2.888
H -2.018 -0.225 -1.523
O 0.422 -1.906 -1.214
N 1.381 -2.213 -2.130
C 1.176 -3.298 -2.903
C 2.132 -3.648 -3.821
C 3.290 -2.879 -3.930
C 3.467 -1.772 -3.116
C 2.484 -1.441 -2.199
S 2.588 -0.096 -1.088
H 0.249 -3.826 -2.735
H 1.971 -4.517 -4.443
H 4.054 -3.145 -4.648
H 4.357 -1.162 -3.177
C -3.846 -1.050 3.340
N -2.747 -1.363 2.412
C -2.354 -2.626 2.032
C -1.318 -2.475 1.174
N -1.070 -1.114 1.026
C -1.964 -0.482 1.803
H -4.300 -1.982 3.660
H -4.593 -0.443 2.836
H -3.457 -0.525 4.209
H -2.843 -3.512 2.400
H -0.745 -3.223 0.657
H -2.048 0.585 1.929
*
```

For reference, the Mulliken charges in units of e are: atom 1 (Re): 1.36, atom 2 (N): -0.04, atom 3 (C): 0.90, atom 4 (C): -0.83, atom 5 (C): -0.40, atom 6 (C): -0.82, atom 7 (C): -0.20, atom 8 (N): 0.17, atom 9 (C): 0.84, atom 10 (C): -0.88, atom 11 (C): -0.37, atom 12 (C): -0.83, atom 13 (C): -0.30, atom 14 (N): -0.23, atom 15 (H): 0.28, atom 16 (H): 0.44, atom 17 (H): 0.47, atom 18 (H): 0.47, atom 19 (H): 0.48, atom 20 (H): 0.43, atom 21 (H): 0.47, atom 22 (H): 0.47, atom 23 (H): 0.53, atom 24 (O): -0.59, atom 25 (N): 0.24, atom 26 (C): -0.11, atom 27 (C): -0.74, atom 28 (C): -0.18, atom 29 (C): -0.77, atom 30 (C): 0.80, atom 31 (S): -0.33, atom 32 (H): 0.50, atom 33 (H): 0.45, atom 34 (H): 0.45, atom 35 (H): 0.46, atom 36 (C): -0.78, atom 37 (N): 0.03, atom 38 (C): -0.24, atom 39 (C): -0.77, atom 40 (N): 0.24, atom 41 (C): -0.54, atom 42 (H): 0.31, atom 43 (H): 0.35, atom 44 (H): 0.35, atom 45 (H): 0.45, atom 46 (H): 0.50, atom 47 (H): 0.53

---

2.
Formula: C19H19NO6
Source: the OMol25 dataset
Level of theory: ωB97M-V/def2-TZVPD

Output
LUMO: 0.124 eV
F_max: 0.02446 Eh/bohr
structure (SMILES): COc1ccc(-c2onc(C)c2-c2ccc(C(=O)OC(C)C)o2)c(O)c1
HOMO-LUMO gap: 0.29758 Eh
energy relative to the best compared isomer or geometry (same formula, charge and spin): 72.2 kcal per mole

The geometry in ORCA input format:
```
! wB97M-V def2-TZVPD RIJCOSX def2/J DEFGRID3
* xyz 0 1
C 4.334 6.014 1.480
O 3.473 5.012 1.970
C 3.177 3.961 1.171
C 2.323 2.994 1.720
C 1.953 1.903 0.977
C 2.413 1.718 -0.333
C 1.984 0.563 -1.094
O 2.830 0.039 -2.012
N 2.270 -1.062 -2.583
C 1.098 -1.234 -2.044
C 0.210 -2.350 -2.442
C 0.834 -0.208 -1.078
C -0.413 -0.021 -0.385
C -1.016 1.110 0.126
C -2.265 0.701 0.615
C -2.351 -0.651 0.371
C -3.435 -1.589 0.662
O -4.465 -1.272 1.212
O -3.146 -2.820 0.234
C -4.133 -3.840 0.450
C -3.920 -4.897 -0.624
C -3.988 -4.408 1.858
O -1.227 -1.081 -0.240
C 3.307 2.664 -0.864
O 3.841 2.578 -2.099
C 3.663 3.782 -0.114
H 4.421 6.745 2.282
H 5.325 5.611 1.248
H 3.920 6.497 0.591
H 1.973 3.129 2.730
H 1.312 1.153 1.411
H 0.687 -2.928 -3.228
H 0.008 -2.989 -1.585
H -0.743 -1.961 -2.797
H -0.611 2.101 0.132
H -3.016 1.302 1.083
H -5.123 -3.376 0.346
H -4.670 -5.677 -0.527
H -3.999 -4.452 -1.612
H -2.932 -5.337 -0.519
H -4.720 -5.194 2.016
H -4.151 -3.623 2.592
H -2.989 -4.818 1.993
H 3.620 1.729 -2.511
H 4.336 4.483 -0.580
*
```

For reference, the Mulliken charges in units of e are: atom 1 (C): -0.84, atom 2 (O): -0.43, atom 3 (C): 0.91, atom 4 (C): -0.84, atom 5 (C): -0.82, atom 6 (C): 0.16, atom 7 (C): 0.08, atom 8 (O): -0.29, atom 9 (N): -0.86, atom 10 (C): 0.11, atom 11 (C): -1.06, atom 12 (C): 0.91, atom 13 (C): 0.48, atom 14 (C): -0.32, atom 15 (C): -0.90, atom 16 (C): 0.56, atom 17 (C): 0.08, atom 18 (O): -0.63, atom 19 (O): -0.27, atom 20 (C): 0.55, atom 21 (C): -1.39, atom 22 (C): -1.38, atom 23 (O): -0.32, atom 24 (C): -0.03, atom 25 (O): -0.66, atom 26 (C): -0.45, atom 27 (H): 0.23, atom 28 (H): 0.34, atom 29 (H): 0.34, atom 30 (H): 0.46, atom 31 (H): 0.70, atom 32 (H): 0.39, atom 33 (H): 0.24, atom 34 (H): 0.30, atom 35 (H): 0.75, atom 36 (H): 0.52, atom 37 (H): 0.33, atom 38 (H): 0.43, atom 39 (H): 0.33, atom 40 (H): 0.32, atom 41 (H): 0.42, atom 42 (H): 0.36, atom 43 (H): 0.30, atom 44 (H): 0.41, atom 45 (H): 0.47

---

What did the first record say?
Formula: C19H19N6OReS
Source: the OMol25 dataset
Level of theory: ωB97M-V/def2-TZVPD

Output
LUMO (spin up / spin down): -10.064 / -11.122 eV
F_max: 0.00141 Eh/bohr
⟨S²⟩: 3.770
HOMO-LUMO gap (spin up / spin down): 0.28652 / 0.25210 Eh
energy relative to the best compared isomer or geometry (same formula, charge and spin): 3.3 kcal per mole

The geometry in ORCA input format:
```
! wB97M-V def2-TZVPD RIJCOSX def2/J DEFGRID3
* xyz 3 4
Re 0.497 -0.279 -0.116
N 0.713 2.959 -0.042
C 1.207 2.413 1.131
C 1.874 3.232 2.039
C 2.355 2.686 3.206
C 2.156 1.324 3.469
C 1.508 0.572 2.536
N 1.044 1.099 1.361
C -0.349 2.532 -0.808
C -1.056 3.463 -1.572
C -2.123 3.052 -2.330
C -2.505 1.701 -2.316
C -1.779 0.829 -1.566
N -0.691 1.227 -0.827
H 0.948 3.933 -0.174
H 1.995 4.286 1.824
H 2.875 3.310 3.921
H 2.511 0.868 4.382
H 1.338 -0.488 2.682
H -0.761 4.504 -1.542
H -2.676 3.769 -2.922
H -3.350 1.347 -2.888
H -2.018 -0.225 -1.523
O 0.422 -1.906 -1.214
N 1.381 -2.213 -2.130
C 1.176 -3.298 -2.903
C 2.132 -3.648 -3.821
C 3.290 -2.879 -3.930
C 3.467 -1.772 -3.116
C 2.484 -1.441 -2.199
S 2.588 -0.096 -1.088
H 0.249 -3.826 -2.735
H 1.971 -4.517 -4.443
H 4.054 -3.145 -4.648
H 4.357 -1.162 -3.177
C -3.846 -1.050 3.340
N -2.747 -1.363 2.412
C -2.354 -2.626 2.032
C -1.318 -2.475 1.174
N -1.070 -1.114 1.026
C -1.964 -0.482 1.803
H -4.300 -1.982 3.660
H -4.593 -0.443 2.836
H -3.457 -0.525 4.209
H -2.843 -3.512 2.400
H -0.745 -3.223 0.657
H -2.048 0.585 1.929
*
```

For reference, the Mulliken charges in units of e are: atom 1 (Re): 1.36, atom 2 (N): -0.04, atom 3 (C): 0.90, atom 4 (C): -0.83, atom 5 (C): -0.40, atom 6 (C): -0.82, atom 7 (C): -0.20, atom 8 (N): 0.17, atom 9 (C): 0.84, atom 10 (C): -0.88, atom 11 (C): -0.37, atom 12 (C): -0.83, atom 13 (C): -0.30, atom 14 (N): -0.23, atom 15 (H): 0.28, atom 16 (H): 0.44, atom 17 (H): 0.47, atom 18 (H): 0.47, atom 19 (H): 0.48, atom 20 (H): 0.43, atom 21 (H): 0.47, atom 22 (H): 0.47, atom 23 (H): 0.53, atom 24 (O): -0.59, atom 25 (N): 0.24, atom 26 (C): -0.11, atom 27 (C): -0.74, atom 28 (C): -0.18, atom 29 (C): -0.77, atom 30 (C): 0.80, atom 31 (S): -0.33, atom 32 (H): 0.50, atom 33 (H): 0.45, atom 34 (H): 0.45, atom 35 (H): 0.46, atom 36 (C): -0.78, atom 37 (N): 0.03, atom 38 (C): -0.24, atom 39 (C): -0.77, atom 40 (N): 0.24, atom 41 (C): -0.54, atom 42 (H): 0.31, atom 43 (H): 0.35, atom 44 (H): 0.35, atom 45 (H): 0.45, atom 46 (H): 0.50, atom 47 (H): 0.53